[1]
{"formula": "C5H7I", "method": "ωB97M-V with the def2-TZVPD basis set", "homo_ev": -8.518, "orbital_gap_ev": 9.04, "multiplicity": 1, "smiles": "C=C(C)/C=C/I", "lumo_energy_ev": 0.52, "total_energy_ha": -492.3359, "elements": ["C", "C", "C", "C", "C", "I", "H", "H", "H", "H", "H", "H", "H"], "coordinates": [[1.1219, 1.4099, -0.0437], [0.4309, 0.2868, 0.0191], [1.1567, -1.0721, 0.0624], [-0.9863, 0.4255, 0.1096], [-1.8803, -0.5900, 0.0061], [-3.9354, -0.0457, 0.0130], [0.7706, 2.3700, 0.0197], [2.1561, 1.4442, -0.0571], [0.5271, -1.7528, 0.6961], [2.2402, -0.9087, 0.3391], [1.1297, -1.3599, -1.0362], [-1.2005, 1.4050, -0.1151], [-1.5307, -1.6120, -0.0130]], "mulliken_charge": [-1.33, 1.13, -1.17, -0.49, -0.45, -0.01, 0.33, 0.31, 0.32, 0.34, 0.30, 0.35, 0.37]}



[2]
{"formula": "C5H7IN", "method": "ωB97M-V with the def2-TZVPD basis set", "homo_ev": -13.407, "orbital_gap_ev": 9.27, "multiplicity": 1, "smiles": "C/C=[N+]1C(C)=C/1I", "total_charge": 1, "lumo_energy_ev": -4.14, "total_energy_ha": -546.7722, "elements": ["C", "C", "N", "C", "C", "C", "I", "H", "H", "H", "H", "H", "H", "H"], "coordinates": [[1.6285, 0.7581, -1.5795], [0.2868, 0.7994, -0.9325], [0.0769, -0.0545, -0.0227], [-0.7640, -0.6111, 0.9527], [-2.0480, -0.3330, 1.5716], [0.2713, -1.3625, 0.5074], [1.7341, -2.7161, 0.5819], [2.1814, -0.1554, -1.1801], [1.7191, 1.0619, -2.5554], [2.3083, 1.5420, -1.2085], [-0.2276, 1.7177, -1.0647], [-2.0055, -0.4137, 2.6215], [-2.7645, -0.8956, 0.9945], [-2.3969, 0.6627, 1.3139]], "mulliken_charge": [-0.94, 0.16, -0.07, 0.69, -1.05, -0.37, 0.42, 0.06, 0.41, 0.30, 0.38, 0.33, 0.34, 0.35]}



[3]
{"formula": "C5H7IN2", "method": "ωB97M-V with the def2-TZVPD basis set", "homo_ev": -8.520, "orbital_gap_ev": 8.69, "multiplicity": 1, "lumo_energy_ev": 0.17, "total_energy_ha": -601.8024, "elements": ["C", "C", "C", "C", "C", "N", "N", "I", "H", "H", "H", "H", "H", "H", "H"], "coordinates": [[-2.2101, 0.5645, 0.9012], [-0.9891, 1.0433, 0.5134], [-1.4410, -0.7986, -0.5978], [2.1069, -0.7433, 0.5802], [0.7735, 0.1113, -0.9710], [-2.5040, -0.5323, 0.1183], [-0.4892, 0.2796, -0.5017], [1.8063, 1.9395, -1.4527], [-3.0191, 1.1569, 1.3662], [-0.4359, 1.9881, 0.8548], [-1.3415, -1.5068, -1.3185], [1.6063, -0.3981, 1.5339], [3.0684, -0.4800, 0.2804], [2.0815, -1.8569, 0.3226], [0.9872, -0.7671, -1.6293]], "mulliken_charge": [-0.49, -0.04, -0.15, -0.80, -0.60, -0.55, 0.21, 0.04, 0.32, 0.27, 0.41, 0.24, 0.41, 0.26, 0.46]}



Asked for relative energy (zero: lowest compared OMol25 entry of this formula, charge and spin) across the records above, the calculation gives 0.338 2.477 3.199 eV in order.